A molecular structure, C46H32BBr3FInO9. Source: OMol25; level of theory: ωB97M-V/def2-TZVPD.

Each line ends with the Löwdin charge.
Element x y z (Å)
1 In -10.755 -0.635 -12.684  1.157
2 B -8.302 -1.750 -11.434  -0.445
3 H -7.288 -2.045 -11.101  0.016
4 H -8.958 -2.169 -10.643  -0.015
5 H -8.347 -0.642 -11.472  -0.033
6 H -8.656 -2.150 -12.406  -0.063
7 C -5.663 -4.757 -10.522  0.016
8 C -5.443 -3.354 -9.977  -0.373
9 O -4.783 -2.643 -10.936  0.130
10 C -4.332 -3.461 -11.968  -0.468
11 O -3.760 -3.091 -12.979  0.148
12 O -4.627 -4.693 -11.559  0.075
13 F -4.827 -3.536 -8.769  0.027
14 H -6.626 -4.748 -11.036  0.108
15 H -5.609 -5.583 -9.818  0.150
16 H -6.265 -2.738 -9.610  0.128
17 C -9.987 5.596 -13.803  -0.030
18 C -9.042 6.365 -14.431  -0.028
19 C -7.737 5.901 -14.646  0.022
20 C -7.329 4.652 -14.246  -0.078
21 C -8.259 3.793 -13.569  -0.039
22 C -9.571 4.319 -13.348  0.027
23 C -8.009 2.396 -13.134  -0.246
24 O -8.933 1.656 -12.755  -0.063
25 C -6.684 1.853 -13.486  -0.049
26 C -6.411 0.465 -13.338  0.035
27 C -5.148 -0.018 -13.773  -0.002
28 C -4.138 0.890 -14.235  0.027
29 C -4.447 2.261 -14.319  0.005
30 C -5.672 2.730 -13.962  -0.053
31 C -5.918 4.203 -14.302  -0.240
32 O -5.007 4.939 -14.686  0.128
33 H -11.043 5.807 -13.721  0.115
34 H -9.273 7.368 -14.762  0.122
35 H -7.042 6.597 -15.094  0.133
36 H -10.351 3.676 -12.966  0.103
37 H -7.220 -0.224 -13.151  0.071
38 H -4.919 -1.074 -13.756  0.073
39 H -3.194 0.542 -14.627  0.120
40 H -3.612 2.863 -14.648  0.133
41 C -13.227 4.811 -7.909  -0.022
42 C -12.830 4.700 -9.243  -0.042
43 C -11.867 3.762 -9.603  -0.001
44 C -11.273 2.854 -8.681  -0.056
45 C -11.641 3.030 -7.311  -0.051
46 C -12.573 4.040 -6.950  0.021
47 C -11.058 2.101 -6.254  -0.247
48 O -11.452 2.162 -5.103  0.137
49 C -9.928 1.200 -6.765  -0.035
50 C -9.211 0.471 -5.800  0.023
51 C -8.096 -0.305 -6.095  -0.013
52 C -7.752 -0.402 -7.453  -0.075
53 C -8.418 0.256 -8.459  0.058
54 C -9.602 1.033 -8.136  -0.037
55 C -10.433 1.702 -9.117  -0.231
56 O -10.144 1.333 -10.283  -0.013
57 H -13.971 5.532 -7.604  0.119
58 H -13.217 5.203 -10.118  0.113
59 H -11.673 3.715 -10.665  0.103
60 H -12.799 4.231 -5.911  0.126
61 H -9.424 0.466 -4.740  0.136
62 H -7.464 -0.676 -5.302  0.131
63 H -6.855 -0.967 -7.669  0.113
64 H -8.182 0.083 -9.500  0.091
65 C -11.584 -7.067 -11.708  -0.043
66 C -10.649 -8.095 -11.565  -0.014
67 C -9.328 -7.937 -11.970  0.030
68 C -8.965 -6.781 -12.728  -0.058
69 C -9.948 -5.764 -12.839  -0.105
70 C -11.284 -5.927 -12.416  -0.016
71 C -9.544 -4.447 -13.481  -0.240
72 O -10.270 -3.451 -13.583  -0.045
73 C -8.101 -4.319 -13.908  -0.001
74 C -7.667 -3.130 -14.550  0.041
75 C -6.406 -3.033 -15.119  -0.026
76 C -5.503 -4.065 -14.968  0.017
77 C -5.919 -5.276 -14.355  0.071
78 C -7.188 -5.425 -13.824  -0.068
79 C -7.589 -6.748 -13.314  -0.276
80 O -6.914 -7.772 -13.290  0.152
81 H -12.601 -7.181 -11.361  0.124
82 H -10.893 -9.045 -11.111  0.126
83 H -8.620 -8.692 -11.660  0.130
84 H -11.940 -5.089 -12.604  0.128
85 H -8.373 -2.343 -14.773  0.126
86 H -6.234 -2.105 -15.643  0.123
87 H -4.462 -3.975 -15.239  0.130
88 H -5.149 -6.012 -14.172  0.146
89 C -8.980 -3.614 -8.053  -1.533
90 Br -7.591 -4.441 -7.046  0.682
91 Br -10.497 -2.881 -7.049  0.648
92 Br -9.596 -4.798 -9.576  0.643
93 H -8.559 -2.705 -8.477  -0.087

Its HOMO energy is -13.803 eV. The relative energy (zero: lowest compared OMol25 entry of this formula, charge and spin) comes out at 0.00 kJ/mol. As for the charge: +2. The LUMO energy comes out at -11.6 eV. The calculation puts the frontier orbital gap at 2.16 eV.


4 unconnected molecules or ions with the total composition C46H32F3NO6PS. Source: OMol25; level of theory: ωB97M-V/def2-TZVPD.

Each line ends with the Löwdin charge.
Element x y z (Å)
1 F 0.705 0.790 -2.080  -0.007
2 C 1.375 -0.527 -1.811  -0.003
3 F 2.006 -1.223 -2.971  -0.007
4 C 1.428 -1.193 -0.476  -0.097
5 F 0.114 -1.338 0.245  -0.084
6 C 2.768 -1.790 0.258  -0.095
7 C 3.777 -0.657 0.881  -0.186
8 N 3.434 -0.194 2.281  -0.173
9 P 2.740 1.478 2.334  0.402
10 S 0.870 1.438 1.798  0.310
11 H 2.457 -2.609 1.064  0.141
12 H 3.372 -2.380 -0.585  0.159
13 H 3.908 0.271 0.170  0.144
14 H 4.848 -1.178 0.961  0.164
15 H 4.360 -0.116 2.800  0.164
16 H 2.855 -0.861 2.839  0.164
17 H 2.838 2.052 3.680  0.037
18 H 3.491 2.337 1.419  0.037
19 C 2.691 5.636 3.113  -0.065
20 C 1.765 4.803 2.486  -0.110
21 C 0.419 5.168 2.434  0.008
22 C -0.006 6.365 3.024  -0.074
23 C 0.916 7.186 3.673  -0.075
24 C 2.269 6.826 3.708  0.013
25 C 0.471 8.426 4.341  -0.275
26 O 1.280 9.150 4.908  0.106
27 C -0.963 8.777 4.323  -0.087
28 C -1.407 9.919 5.001  0.012
29 C -2.759 10.266 4.978  -0.048
30 C -3.669 9.480 4.271  -0.050
31 C -3.231 8.338 3.599  0.010
32 C -1.876 7.981 3.633  -0.088
33 C -1.429 6.752 2.949  -0.275
34 O -2.228 6.058 2.331  0.103
35 H 3.741 5.356 3.145  0.103
36 H 2.092 3.869 2.033  -0.011
37 H -0.297 4.515 1.938  0.113
38 H 2.996 7.469 4.201  0.126
39 H -0.703 10.540 5.553  0.124
40 H -3.103 11.151 5.510  0.112
41 H -4.722 9.753 4.247  0.112
42 H -3.948 7.726 3.053  0.123
43 C -1.457 -1.516 -3.644  -0.059
44 C -2.382 -2.350 -4.272  -0.050
45 C -3.728 -1.985 -4.323  0.013
46 C -4.153 -0.788 -3.734  -0.081
47 C -3.232 0.033 -3.085  -0.076
48 C -1.878 -0.326 -3.050  0.005
49 C -3.676 1.274 -2.417  -0.277
50 O -2.867 1.997 -1.849  0.094
51 C -5.111 1.625 -2.435  -0.088
52 C -5.554 2.767 -1.756  0.007
53 C -6.907 3.113 -1.779  -0.054
54 C -7.817 2.327 -2.486  -0.053
55 C -7.378 1.186 -3.158  0.010
56 C -6.024 0.828 -3.124  -0.086
57 C -5.576 -0.401 -3.808  -0.275
58 O -6.376 -1.095 -4.426  0.103
59 H -0.406 -1.796 -3.612  0.080
60 H -2.056 -3.284 -4.724  0.110
61 H -4.444 -2.637 -4.819  0.125
62 H -1.151 0.317 -2.556  0.088
63 H -4.850 3.388 -1.205  0.121
64 H -7.250 3.998 -1.247  0.109
65 H -8.869 2.601 -2.510  0.110
66 H -8.095 0.574 -3.704  0.124
67 C 5.143 -10.869 -1.740  -0.048
68 C 5.050 -10.880 -0.349  -0.049
69 C 4.340 -9.876 0.311  0.009
70 C 3.731 -8.850 -0.422  -0.090
71 C 3.845 -8.825 -1.811  -0.087
72 C 4.543 -9.844 -2.473  0.012
73 C 3.250 -7.721 -2.591  -0.276
74 O 3.347 -7.700 -3.811  0.106
75 C 2.543 -6.638 -1.877  -0.078
76 C 2.024 -5.555 -2.599  0.019
77 C 1.343 -4.534 -1.934  -0.056
78 C 1.171 -4.594 -0.551  -0.084
79 C 1.692 -5.669 0.171  0.004
80 C 2.388 -6.688 -0.493  -0.081
81 C 2.967 -7.802 0.284  -0.279
82 O 2.820 -7.854 1.500  0.097
83 H 5.689 -11.656 -2.256  0.112
84 H 5.528 -11.672 0.223  0.112
85 H 4.266 -9.894 1.398  0.123
86 H 4.625 -9.838 -3.559  0.124
87 H 2.151 -5.502 -3.679  0.126
88 H 0.945 -3.691 -2.495  0.091
89 H 0.634 -3.802 -0.034  0.090
90 H 1.558 -5.707 1.251  0.121

Its HOMO energy is -11.051 eV. As for the charge: +1. The LUMO energy comes out at -4.2 eV. The calculation puts the frontier orbital gap at 6.89 eV.


A molecular structure, C46H33BrN6O6PbS2. Source: OMol25; level of theory: ωB97M-V/def2-TZVPD.

Each line ends with the Löwdin charge.
Element x y z (Å)
1 Pb 0.564 0.589 -0.614  1.481
2 C -1.315 3.103 -4.156  -0.110
3 C -2.425 3.679 -3.533  -0.094
4 C -2.525 3.651 -2.163  -0.023
5 C -1.516 3.032 -1.389  -0.240
6 N -0.468 2.447 -2.022  -0.016
7 C -0.381 2.491 -3.344  -0.160
8 C -1.529 3.005 0.045  -0.278
9 C -2.521 3.641 0.859  -0.048
10 C -2.461 3.546 2.194  -0.072
11 C -1.444 2.700 2.909  -0.199
12 C -0.298 2.428 1.963  -0.212
13 N -0.476 2.445 0.659  0.028
14 C 1.007 1.994 2.414  -0.210
15 C 1.483 2.195 3.721  -0.020
16 C 2.743 1.761 4.064  -0.076
17 C 3.547 1.153 3.103  -0.072
18 C 3.023 1.005 1.833  -0.150
19 N 1.801 1.400 1.499  0.013
20 H -1.205 3.113 -5.231  0.079
21 H -3.205 4.142 -4.127  0.099
22 H -3.391 4.076 -1.677  0.092
23 H 0.498 2.014 -3.770  0.106
24 H -3.295 4.237 0.393  0.089
25 H -3.191 4.057 2.815  0.088
26 H -1.119 3.217 3.820  0.116
27 H 0.859 2.678 4.457  0.098
28 H 3.101 1.885 5.079  0.097
29 H 4.540 0.796 3.338  0.092
30 H 3.606 0.560 1.035  0.093
31 N 1.848 -2.105 1.193  0.095
32 C 1.874 -2.415 2.579  -0.249
33 C 2.968 -3.168 2.996  -0.077
34 C 3.163 -3.574 4.305  -0.147
35 C 2.182 -3.247 5.225  -0.139
36 C 1.094 -2.496 4.834  -0.075
37 C 0.888 -1.977 3.524  -0.103
38 C -0.229 -1.041 3.381  -0.158
39 C -0.622 -0.325 4.563  -0.112
40 C -1.493 0.703 4.606  -0.102
41 C -2.134 1.303 3.391  -0.246
42 C -2.066 0.266 2.310  0.021
43 C -1.065 -0.659 2.262  -0.253
44 H 2.763 -2.265 0.784  0.068
45 H 1.234 -2.722 0.677  0.058
46 H 3.694 -3.453 2.241  0.099
47 H 4.032 -4.158 4.582  0.077
48 H 2.254 -3.593 6.251  0.084
49 H 0.336 -2.304 5.580  0.085
50 H -0.169 -0.607 5.505  0.083
51 H -1.724 1.166 5.563  0.078
52 H -3.170 1.595 3.612  0.119
53 H -2.715 0.350 1.448  0.108
54 O -0.959 -1.263 0.991  -0.147
55 N -1.401 -2.534 0.787  -0.044
56 C -1.976 -3.222 1.783  -0.009
57 C -2.403 -4.504 1.599  -0.067
58 C -2.248 -5.079 0.326  -0.086
59 C -1.686 -4.349 -0.682  -0.104
60 C -1.223 -3.019 -0.492  -0.677
61 S -0.482 -2.154 -1.736  0.628
62 H -2.066 -2.692 2.722  0.140
63 H -2.862 -5.039 2.415  0.094
64 H -2.584 -6.092 0.144  0.097
65 H -1.561 -4.747 -1.677  0.091
66 Br -3.417 0.699 -6.443  0.660
67 C -4.244 0.326 -4.754  -0.666
68 C -5.622 0.199 -4.723  -0.168
69 C -6.232 -0.073 -3.506  -0.100
70 C -5.463 -0.231 -2.362  -0.033
71 C -4.082 -0.105 -2.416  -0.099
72 C -3.461 0.189 -3.626  -0.068
73 C -3.219 -0.309 -1.151  -0.653
74 O -3.671 -1.122 -0.323  -0.008
75 O -2.177 0.380 -1.124  -0.146
76 H -6.204 0.313 -5.628  0.082
77 H -7.311 -0.169 -3.463  0.091
78 H -5.917 -0.459 -1.406  0.109
79 H -2.386 0.306 -3.648  0.106
80 O 3.038 -1.898 -2.006  0.021
81 C 3.377 -0.761 -2.304  -0.550
82 N 2.912 0.388 -1.757  -0.193
83 S 3.855 1.656 -2.122  0.594
84 O 3.133 2.734 -2.745  -0.318
85 O 4.699 2.018 -1.008  -0.320
86 C 4.859 0.809 -3.347  -0.202
87 C 5.851 1.252 -4.195  -0.049
88 C 6.407 0.335 -5.081  -0.093
89 C 5.966 -0.986 -5.102  -0.089
90 C 4.986 -1.422 -4.221  -0.010
91 C 4.440 -0.507 -3.338  -0.136
92 H 6.179 2.283 -4.169  0.114
93 H 7.182 0.655 -5.767  0.093
94 H 6.396 -1.678 -5.817  0.094
95 H 4.631 -2.445 -4.220  0.117

Its HOMO energy is -0.466 eV. The relative energy (zero: lowest compared OMol25 entry of this formula, charge and spin) comes out at 307.07 kJ/mol. As for the charge: -2. The LUMO energy comes out at 3.9 eV. The calculation puts the frontier orbital gap at 4.39 eV.


A molecular structure, C46H33ClGeINOPW. Source: OMol25; level of theory: ωB97M-V/def2-TZVPD.

Each line ends with the Löwdin charge.
Element x y z (Å)
1 W 0.144 1.005 -0.150  1.254
2 Cl -3.337 -1.907 5.203  0.644
3 C -2.749 -1.497 3.611  -0.624
4 C -3.283 -2.120 2.509  -0.184
5 C -2.834 -1.822 1.223  -0.648
6 I -3.646 -2.794 -0.421  0.914
7 C -1.858 -0.853 0.995  -0.468
8 O -1.437 -0.486 -0.158  -0.245
9 C -1.295 -0.242 2.165  -0.140
10 N -0.303 0.667 1.906  -0.032
11 C 0.341 1.220 2.927  -0.104
12 C 0.024 0.921 4.261  -0.044
13 C -1.014 0.070 4.537  -0.021
14 C -1.712 -0.551 3.471  -0.178
15 H -4.062 -2.858 2.642  0.091
16 H 1.112 1.939 2.675  0.099
17 H 0.585 1.400 5.051  0.103
18 H -1.304 -0.145 5.556  0.086
19 C 4.836 4.846 0.054  -0.109
20 C 5.099 4.211 -1.151  -0.108
21 C 4.298 3.157 -1.568  -0.135
22 C 3.221 2.715 -0.801  -0.467
23 C 2.964 3.376 0.399  -0.127
24 C 3.762 4.424 0.827  -0.099
25 P 2.263 1.266 -1.440  0.875
26 C -0.644 3.435 -0.480  -0.421
27 C 0.061 4.222 -1.409  -0.072
28 C 0.630 5.427 -1.050  -0.088
29 C 0.551 5.874 0.267  -0.108
30 C -0.109 5.108 1.212  -0.096
31 C -0.708 3.909 0.839  -0.086
32 C 2.476 0.057 -0.084  -0.579
33 C 3.608 -0.217 0.711  -0.112
34 C 3.593 -1.330 1.515  -0.118
35 C 2.474 -2.186 1.531  -0.111
36 C 1.357 -1.898 0.777  -0.114
37 C 1.315 -0.732 -0.006  -0.333
38 H 5.458 5.667 0.386  0.091
39 H 5.930 4.532 -1.765  0.092
40 H 4.511 2.660 -2.507  0.083
41 H 2.111 3.076 1.000  0.064
42 H 3.533 4.925 1.760  0.098
43 H 0.150 3.854 -2.425  0.113
44 H 1.163 6.012 -1.789  0.102
45 H 1.017 6.809 0.551  0.096
46 H -0.175 5.444 2.240  0.097
47 H -1.275 3.338 1.568  0.092
48 H 4.482 0.425 0.662  0.097
49 H 4.453 -1.569 2.130  0.088
50 H 2.488 -3.065 2.164  0.088
51 H 0.488 -2.548 0.831  0.097
52 C -1.282 2.125 -0.854  -0.421
53 Ge -3.079 2.140 -1.484  0.966
54 C -4.351 1.321 -0.239  -0.265
55 C -5.476 0.635 -0.684  -0.120
56 C -6.409 0.138 0.215  -0.106
57 C -6.232 0.324 1.578  -0.100
58 C -5.117 1.007 2.038  -0.092
59 C -4.188 1.499 1.132  -0.118
60 C -3.217 1.251 -3.226  -0.265
61 C -2.263 0.300 -3.581  -0.092
62 C -2.341 -0.360 -4.799  -0.088
63 C -3.373 -0.074 -5.682  -0.109
64 C -4.328 0.873 -5.342  -0.107
65 C -4.247 1.529 -4.122  -0.125
66 C -3.689 3.998 -1.723  -0.256
67 C -4.453 4.648 -0.759  -0.098
68 C -4.792 5.988 -0.893  -0.099
69 C -4.371 6.703 -2.003  -0.109
70 C -3.612 6.070 -2.977  -0.098
71 C -3.276 4.733 -2.833  -0.114
72 H -5.618 0.464 -1.745  0.094
73 H -7.270 -0.409 -0.149  0.097
74 H -6.955 -0.073 2.280  0.097
75 H -4.959 1.140 3.102  0.102
76 H -3.306 2.015 1.500  0.093
77 H -1.451 0.081 -2.895  0.083
78 H -1.592 -1.096 -5.060  0.099
79 H -3.432 -0.586 -6.634  0.092
80 H -5.134 1.103 -6.029  0.093
81 H -4.994 2.275 -3.870  0.099
82 H -4.799 4.102 0.112  0.092
83 H -5.387 6.474 -0.129  0.095
84 H -4.632 7.749 -2.109  0.093
85 H -3.278 6.621 -3.848  0.095
86 H -2.680 4.253 -3.602  0.102

Its HOMO energy (alpha / beta) is -3.519 / -3.516 eV. As for the charge: -1. The LUMO energy (alpha / beta) comes out at 2.0 / 2.0 eV. The calculation puts the frontier orbital gap (alpha / beta) at 5.57 / 5.57 eV.


Among the records above, which one has the highest charge?
C46H32BBr3FInO9


Look up the charge of the first one.
+2